(1)
Molecular formula: C42H46MnN8O3S4Se
Method: DFT, ωB97M-V with the def2-TZVPD basis set

**Lowest unoccupied orbital energy (alpha / beta)**: 0.117 / 0.083 eV
**Kohn-Sham gap (alpha / beta)**: 6.85 / 7.57 eV
**Relative energy (zero: lowest compared OMol25 entry of this formula, charge and spin)**: 0.2 kJ/mol
**E_tot**: -202375.8351 eV

```
! RIJCOSX wB97M-V def2-TZVPD def2/J DEFGRID3
* xyz 0 6
Mn 0.5638 0.6175 0.1142
C -6.2441 -0.3255 2.7736
C -5.4568 0.8274 2.1391
C -4.4441 1.3471 3.1560
C -6.4224 1.9709 1.7939
C -4.7783 0.3494 0.8561
C -5.5801 -0.1461 -0.1910
C -5.0573 -0.5137 -1.4112
C -3.6851 -0.3785 -1.6035
S -2.7428 -0.6122 -3.0390
C -1.3263 -0.0815 -2.1737
N -1.5253 0.1988 -0.9185
C -2.8632 0.0720 -0.5703
C -3.4103 0.4263 0.6657
C -0.0223 0.1139 -2.8349
C 0.1271 -0.1967 -4.1882
C 1.3386 0.0430 -4.8123
C 2.3772 0.6048 -4.0770
C 2.2029 0.8992 -2.7291
C 1.0074 0.6562 -2.0426
H -6.7282 0.0134 3.6930
H -5.5797 -1.1536 3.0209
H -7.0216 -0.6992 2.1050
H -4.9682 1.7007 4.0467
H -3.8675 2.1835 2.7558
H -3.7457 0.5674 3.4665
H -6.8906 2.3501 2.7055
H -7.2159 1.6439 1.1206
H -5.8907 2.7950 1.3139
H -6.6500 -0.2258 -0.0446
H -5.7005 -0.8720 -2.2049
H -2.7455 0.7816 1.4391
H -0.6858 -0.6342 -4.7578
H 1.4679 -0.1965 -5.8606
H 3.3247 0.8164 -4.5637
H 3.0359 1.3387 -2.1854
C 6.1997 -1.1964 -2.4954
C 5.7805 -1.6009 -1.0854
C 4.3774 -1.1376 -0.7233
N 3.3942 -1.7572 -1.6040
C 2.1725 -2.1147 -1.2518
S 1.5225 -1.8148 0.2716
N 1.3642 -2.7331 -2.1902
C 1.5768 -3.1273 -3.5117
O 0.6440 -3.1490 -4.2766
C 2.9341 -3.5914 -3.9301
C 3.3750 -3.2580 -5.2065
C 4.5989 -3.7294 -5.6564
C 5.3648 -4.5532 -4.8431
C 4.9155 -4.9024 -3.5760
C 3.7044 -4.4142 -3.1124
H 7.2516 -1.4210 -2.6739
H 6.0558 -0.1244 -2.6510
H 5.6345 -1.7282 -3.2661
H 6.4674 -1.1640 -0.3581
H 5.8436 -2.6862 -0.9674
H 4.3007 -0.0508 -0.8140
H 4.1135 -1.3981 0.2989
H 3.6457 -1.8168 -2.5783
H 0.3843 -2.6676 -1.9536
H 2.7477 -2.6362 -5.8319
H 4.9501 -3.4627 -6.6446
H 6.3158 -4.9284 -5.1991
H 5.5092 -5.5543 -2.9486
H 3.3489 -4.6807 -2.1245
C 2.4686 3.8790 3.6287
N 2.2126 4.4125 2.3012
C 1.7617 5.6882 2.0362
C 1.6211 5.7906 0.6993
N 1.9881 4.5748 0.1609
C 1.9554 4.2171 -1.2461
C 2.3624 3.7300 1.1442
Se 3.0102 2.0122 0.9417
H 1.6486 4.1598 4.2860
H 3.4126 4.2628 4.0142
H 2.5187 2.7955 3.5558
H 1.5686 6.3964 2.8219
H 1.2891 6.6075 0.0839
H 1.5672 5.0658 -1.8045
H 1.3189 3.3464 -1.3926
H 2.9590 3.9710 -1.5891
N -4.6990 -3.8551 3.5930
C -3.6146 -2.9995 3.5628
C -3.2896 -2.2190 4.6728
C -2.1750 -1.3966 4.6518
C -1.3718 -1.3468 3.5254
C -1.6894 -2.1164 2.4095
C -2.8039 -2.9269 2.4225
S 0.1049 -0.3812 3.5182
O 0.0934 0.4118 4.7273
O 1.1926 -1.2864 3.2782
N -0.0209 0.5686 2.2219
C -0.4905 1.8365 2.2956
S -1.0490 2.7466 3.6730
C -1.4278 4.0651 2.6144
C -1.0925 3.7583 1.3431
N -0.5528 2.5108 1.1606
H -5.3985 -3.6991 4.2962
H -5.0481 -4.1917 2.7136
H -3.9127 -2.2620 5.5587
H -1.9178 -0.7936 5.5130
H -1.0569 -2.0831 1.5299
H -3.0519 -3.5198 1.5496
H -1.8630 4.9793 2.9849
H -1.2182 4.4082 0.4886
*
```

(2)
Molecular formula: C42H46N6O4PtTe
Method: DFT, ωB97M-V with the def2-TZVPD basis set

**Lowest unoccupied orbital energy (alpha / beta)**: -8.578 / -10.401 eV
**Kohn-Sham gap (alpha / beta)**: 7.62 / 5.80 eV
**Relative energy (zero: lowest compared OMol25 entry of this formula, charge and spin)**: 175.8 kJ/mol
**E_tot**: -71942.5144 eV

```
! RIJCOSX wB97M-V def2-TZVPD def2/J DEFGRID3
* xyz 3 2
Pt 1.8409 -0.1684 -1.0828
O 5.9594 -3.3825 3.5980
N 6.2865 -2.2278 3.4193
O 7.2326 -1.6617 3.9027
C 5.3894 -1.4218 2.5569
C 5.2931 -0.1081 2.8432
C 4.3818 0.7293 2.1180
C 4.2135 2.1063 2.3534
C 3.3128 2.8112 1.5929
C 2.5739 2.1525 0.6060
N 2.7190 0.8552 0.3709
C 3.6173 0.1465 1.1122
C 3.7788 -1.2296 0.7819
N 3.0298 -1.6700 -0.2615
C 3.1142 -2.9292 -0.6444
C 3.9764 -3.8216 0.0045
C 4.7443 -3.3974 1.0604
C 4.6495 -2.0549 1.4919
H 5.9040 0.3101 3.6326
H 4.7988 2.5984 3.1202
H 3.1650 3.8719 1.7370
H 1.8538 2.6818 -0.0031
H 2.5083 -3.2193 -1.4930
H 4.0379 -4.8430 -0.3430
H 5.4091 -4.0835 1.5624
C -2.2735 4.1169 6.2391
C -2.1682 3.1984 5.0613
C -3.2352 3.0341 4.1810
C -3.1692 2.1826 3.0886
C -4.3494 2.0118 2.1874
C -1.9582 1.5038 2.8981
Te -1.6620 0.1471 1.3282
N -0.1314 0.5577 -0.2962
C -1.0146 1.3300 -0.8237
O -2.1705 1.4156 -0.1506
C -0.8672 2.0865 -2.0580
C -1.9967 2.5653 -2.7219
C -1.8490 3.2491 -3.9170
C -0.5806 3.4630 -4.4416
C 0.5471 2.9962 -3.7735
C 0.4038 2.3106 -2.5792
C -3.0600 -1.3850 0.9603
C -4.3092 -1.2804 0.3362
C -4.9338 -0.0643 -0.2919
C -5.0588 -2.4549 0.2757
C -4.6196 -3.6684 0.7825
C -5.4667 -4.9001 0.6996
C -3.3520 -3.7211 1.3658
C -2.5518 -2.6018 1.4690
C -1.2031 -2.7303 2.1359
C -0.8589 1.6100 3.7686
C 0.4112 0.8081 3.6285
C -0.9953 2.4792 4.8365
H -3.2468 4.5985 6.2893
H -1.5072 4.8917 6.1876
H -2.1136 3.5653 7.1666
H -4.1547 3.5795 4.3542
H -5.1991 2.5847 2.5507
H -4.6514 0.9632 2.1512
H -4.1264 2.3509 1.1759
H -2.9801 2.3988 -2.3039
H -2.7207 3.6251 -4.4349
H -0.4674 4.0136 -5.3664
H 1.5337 3.1932 -4.1717
H 1.3052 1.9997 -2.0411
H -4.2483 0.7623 -0.4322
H -5.7770 0.2797 0.3080
H -5.3363 -0.3424 -1.2656
H -6.0323 -2.4034 -0.1981
H -6.4542 -4.6837 0.2998
H -5.5829 -5.3512 1.6855
H -4.9913 -5.6443 0.0582
H -2.9876 -4.6636 1.7568
H -1.0020 -3.7745 2.3667
H -1.1575 -2.1916 3.0889
H -0.3852 -2.3868 1.4919
H 0.7494 0.7252 2.5888
H 0.2906 -0.1993 4.0342
H 1.2131 1.2850 4.1895
H -0.1681 2.5906 5.5279
C 2.8117 -0.2554 -6.1324
N 2.6743 -0.5432 -4.6988
C 3.9233 -0.7853 -3.9626
C 1.5336 -0.7992 -4.0367
O 1.6761 -1.2474 -2.8302
N 0.2890 -0.6655 -4.5136
C -0.1750 -0.2374 -5.8367
C -0.8435 -0.9634 -3.6368
H 3.8689 -0.1533 -6.3496
H 2.3303 0.6817 -6.4030
H 2.4310 -1.0705 -6.7459
H 4.7530 -0.4856 -4.5930
H 4.0369 -1.8379 -3.7052
H 3.9581 -0.1929 -3.0488
H 0.5761 -0.3184 -6.6032
H -0.5398 0.7899 -5.7878
H -1.0040 -0.8844 -6.1203
H -0.5404 -1.0068 -2.5973
H -1.2913 -1.9181 -3.9179
H -1.5875 -0.1769 -3.7637
*
```

(3)
Molecular formula: C42H47BN4O3PSTc
Method: DFT, ωB97M-V with the def2-TZVPD basis set

**Lowest unoccupied orbital energy (alpha / beta)**: -2.062 / -3.185 eV
**Kohn-Sham gap (alpha / beta)**: 8.04 / 7.28 eV
**Relative energy (zero: lowest compared OMol25 entry of this formula, charge and spin)**: 68.1 kJ/mol
**E_tot**: -79415.8541 eV

```
! RIJCOSX wB97M-V def2-TZVPD def2/J DEFGRID3
* xyz 1 4
Tc -0.5364 1.8743 1.4109
N 0.8698 3.0146 3.1236
C 0.0020 3.7082 4.0983
C -1.3490 3.0347 4.1820
N -1.9730 2.8081 2.8552
C -2.6147 3.9998 2.2370
C -1.6620 4.7501 1.3279
N -1.0861 3.7936 0.3526
H 1.7048 3.5539 2.9435
H 1.1827 2.1231 3.4981
H 0.4167 3.7179 5.1038
H -0.1000 4.7472 3.7969
H -1.2272 2.0543 4.6386
H -2.0067 3.6285 4.8187
H -2.6974 2.1192 3.0061
H -3.4463 3.6389 1.6347
H -3.0172 4.6675 2.9974
H -2.2003 5.5624 0.8491
H -0.8433 5.1897 1.8923
H -1.7887 3.5102 -0.3308
H -0.3190 4.2047 -0.1675
C 2.9784 -5.6471 5.3245
C 2.0168 -6.8139 5.3182
O 2.3381 -7.9280 5.6312
S 0.2540 -6.5683 4.9722
C 0.0875 -4.9020 4.3786
C 0.2686 -4.6149 3.0259
C 0.1459 -3.3133 2.5682
C -0.1869 -2.2804 3.4524
C -0.4143 -2.5823 4.7947
C -0.2776 -3.8848 5.2553
C -0.2923 -0.9356 2.9499
C -0.3778 0.1615 2.4330
H 3.9904 -6.0412 5.2728
H 2.8580 -5.1104 6.2707
H 2.8045 -4.9462 4.5157
H 0.5057 -5.4220 2.3406
H 0.2860 -3.0760 1.5187
H -0.7003 -1.7894 5.4753
H -0.4515 -4.1225 6.2995
N 0.7922 1.4338 0.1531
P 1.9367 1.5472 -0.9007
C 3.5028 1.0069 -0.1980
C 3.4477 0.0308 0.8009
C 4.6206 -0.3966 1.4070
C 5.8409 0.1529 1.0262
C 5.8957 1.1288 0.0378
C 4.7249 1.5604 -0.5765
C 2.2213 3.2271 -1.5257
C 2.3139 4.2607 -0.5872
C 2.4959 5.5722 -1.0039
C 2.5851 5.8595 -2.3655
C 2.4996 4.8376 -3.2996
C 2.3194 3.5205 -2.8824
C 1.6046 0.5464 -2.3472
C 2.5707 -0.2912 -2.8987
C 2.2474 -1.0825 -3.9957
C 0.9667 -1.0360 -4.5314
C 0.0003 -0.1992 -3.9793
C 0.3194 0.5926 -2.8877
H 2.4833 -0.3669 1.1025
H 4.5876 -1.1575 2.1806
H 6.7566 -0.1805 1.5050
H 6.8498 1.5558 -0.2518
H 4.7633 2.3233 -1.3473
H 2.2440 4.0154 0.4673
H 2.5761 6.3743 -0.2766
H 2.7317 6.8837 -2.6942
H 2.5733 5.0646 -4.3579
H 2.2469 2.7209 -3.6140
H 3.5652 -0.3336 -2.4670
H 2.9941 -1.7400 -4.4285
H 0.7168 -1.6619 -5.3829
H -1.0037 -0.1770 -4.3916
H -0.4311 1.2383 -2.4413
C -2.5742 -3.6754 -4.5388
C -3.8866 -3.1875 -3.9074
C -4.4314 -4.2704 -2.9610
C -4.9066 -2.9781 -5.0250
C -3.6214 -1.8956 -3.1199
C -4.2143 -0.6797 -3.4646
C -3.9750 0.5033 -2.7565
C -3.1181 0.4224 -1.6915
O -2.6942 1.4179 -0.8203
B -1.7903 0.7943 0.0574
O -1.6896 -0.5644 -0.2434
C -2.5180 -0.7693 -1.3350
C -2.7452 -1.9329 -2.0219
H -2.7390 -4.6199 -5.0699
H -1.7990 -3.8423 -3.7833
H -2.1960 -2.9391 -5.2572
H -4.6338 -5.1907 -3.5200
H -5.3642 -3.9401 -2.4924
H -3.7200 -4.5124 -2.1655
H -5.0746 -3.9259 -5.5433
H -4.5531 -2.2519 -5.7653
H -5.8700 -2.6365 -4.6310
H -4.8949 -0.6343 -4.3048
H -4.4492 1.4402 -3.0389
H -2.2430 -2.8465 -1.7142
*
```

(4)
Molecular formula: C42H47BN8PtS
Method: DFT, ωB97M-V with the def2-TZVPD basis set

**Lowest unoccupied orbital energy (alpha / beta)**: 0.251 / 0.250 eV
**Kohn-Sham gap (alpha / beta)**: 7.28 / 7.28 eV
**Relative energy (zero: lowest compared OMol25 entry of this formula, charge and spin)**: 0.0 kJ/mol
**E_tot**: -70998.6059 eV

```
! RIJCOSX wB97M-V def2-TZVPD def2/J DEFGRID3
* xyz 0 1
Pt -0.5917 0.1866 0.4889
C 1.9618 1.3757 5.2428
C 0.8397 1.5277 4.2712
C -0.1889 2.4479 4.2848
C -0.9771 2.1376 3.1688
N -0.4370 1.1165 2.5139
N 0.6737 0.7347 3.1919
B 1.5610 -0.4664 2.7573
N 0.6526 -1.6935 2.5463
N -0.4262 -1.5943 1.7464
C -1.1347 -2.7156 1.8838
C -0.4590 -3.5794 2.7597
C 0.6608 -2.8865 3.1707
C 1.7265 -3.3029 4.1276
C -2.4453 -2.9340 1.2499
C -2.8716 -4.2296 0.9721
C -4.1046 -4.4579 0.3805
C -4.9347 -3.3917 0.0651
C -4.5240 -2.0963 0.3521
C -3.2911 -1.8713 0.9400
N 2.3691 -0.1405 1.4883
N 1.7796 0.1795 0.3178
C 2.7531 0.4531 -0.5449
C 4.0016 0.2779 0.0785
C 3.7154 -0.0952 1.3709
C 4.6684 -0.4001 2.4793
C 2.5615 0.8598 -1.9476
C 3.5374 1.6425 -2.5660
C 3.4218 1.9993 -3.8995
C 2.3257 1.5801 -4.6420
C 1.3431 0.8157 -4.0297
C 1.4590 0.4622 -2.6941
C -2.2427 2.7653 2.7597
C -3.3062 1.9885 2.3079
C -4.5031 2.5817 1.9408
C -4.6536 3.9590 2.0270
C -3.6015 4.7385 2.4870
C -2.4034 4.1449 2.8534
H 1.8409 2.1030 6.0435
H 2.9278 1.5469 4.7669
H 1.9798 0.3783 5.6812
H -0.3757 3.2033 5.0287
H 2.3342 -0.7062 3.6333
H -0.7735 -4.5506 3.1011
H 1.5411 -4.3261 4.4490
H 1.7463 -2.6633 5.0105
H 2.7127 -3.2603 3.6647
H -2.2187 -5.0644 1.1943
H -4.4157 -5.4714 0.1610
H -5.9005 -3.5697 -0.3905
H -5.1682 -1.2580 0.1167
H -2.9675 -0.8579 1.1554
H 4.9785 0.3910 -0.3595
H 5.6857 -0.3421 2.0958
H 4.5110 -1.3983 2.8876
H 4.5730 0.3108 3.3008
H 4.3822 1.9974 -1.9902
H 4.1853 2.6145 -4.3585
H 2.2333 1.8595 -5.6840
H 0.4713 0.5010 -4.5917
H 0.6920 -0.1239 -2.2105
H -3.1884 0.9134 2.2585
H -5.3225 1.9666 1.5911
H -5.5882 4.4236 1.7406
H -3.7103 5.8132 2.5521
H -1.5756 4.7562 3.1915
C -0.9644 1.9141 -0.5406
C 0.1898 2.8244 -0.8211
C 0.5172 3.1886 -2.1255
C 1.5935 4.0212 -2.3980
C 2.3721 4.5123 -1.3616
C 2.0544 4.1689 -0.0527
C 0.9759 3.3411 0.2130
H -1.4695 1.6557 -1.4780
H -1.6821 2.4206 0.1109
H -0.0852 2.8090 -2.9440
H 1.8269 4.2815 -3.4232
H 3.2158 5.1584 -1.5689
H 2.6553 4.5459 0.7664
H 0.7490 3.0683 1.2348
C -2.2650 -0.5885 -3.2747
N -1.4667 -1.6788 -3.8098
C -2.1818 -2.4636 -4.8107
C -0.5865 -2.3109 -2.9707
S -0.5921 -2.0879 -1.3066
N 0.3085 -3.1333 -3.5637
C 0.7510 -2.9480 -4.9383
C 1.1997 -3.9429 -2.7469
H -2.6946 -0.0421 -4.1149
H -1.6384 0.0828 -2.6939
H -3.0694 -0.9560 -2.6282
H -3.1923 -2.6810 -4.4489
H -1.6810 -3.4084 -4.9963
H -2.2606 -1.9126 -5.7495
H 0.2811 -2.0710 -5.3731
H 0.5224 -3.8209 -5.5545
H 1.8318 -2.7944 -4.9417
H 0.6469 -4.4162 -1.9401
H 1.9923 -3.3334 -2.3041
H 1.6399 -4.7086 -3.3849
*
```

> The lowest relative energy (zero: lowest compared OMol25 entry of this formula, charge and spin) belongs to which entry?

C42H47BN8PtS

> Which value of E_tot does entry 1 give?

-202375.8351 eV